{
  "formula": "C6H9NO3",
  "method": "ωB97M-V/def2-TZVPD",
  "symbols": ["O", "C", "O", "C", "C", "C", "C", "C", "N", "H", "H", "H", "H", "H", "H", "H", "O", "H", "H"],
  "positions_angstrom": [[-1.92, 1.10, -2.58], [-1.00, 1.41, -1.87], [-0.74, 2.76, -1.33], [0.68, 2.47, -1.22], [0.50, 1.06, -1.80], [1.14, 0.72, -3.12], [1.62, -0.52, -3.09], [1.35, -1.17, -1.76], [0.81, -0.08, -0.93], [1.26, 3.15, -1.86], [1.01, 2.49, -0.18], [1.13, 1.40, -3.98], [2.11, -1.04, -3.91], [2.25, -1.60, -1.30], [0.61, -1.98, -1.86], [1.50, 0.21, -0.24], [-2.39, 1.37, 0.30], [-1.75, 0.79, 0.73], [-1.87, 2.31, 0.22]],
  "nbo_charge": [-0.5008, 0.8195, -0.5614, -0.0732, -0.0630, -0.2095, -0.1666, -0.2588, -0.6034, 0.1972, 0.1809, 0.2300, 0.2238, 0.2029, 0.2069, 0.3677, -0.9466, 0.4652, 0.4892],
  "smiles": "O=C1OC[C@]12C=CCN2.O",
  "lumo_energy_ev": 0.61,
  "spin_multiplicity": 1,
  "charge": 0,
  "homo_lumo_gap_ev": 10.10,
  "fmax_ha_per_bohr": 0.0796
}


{
  "formula": "C3H4FeO2",
  "method": "ωB97M-V/def2-TZVPD",
  "symbols": ["C", "O", "C", "C", "O", "Fe", "H", "H", "H", "H"],
  "positions_angstrom": [[-1.05, 2.03, -0.06], [0.98, -0.08, -1.12], [0.21, -0.93, -0.16], [-0.17, -0.01, 0.94], [-1.26, 0.75, 0.28], [-1.11, 0.21, -1.72], [1.67, -0.60, -1.54], [0.83, -1.77, 0.17], [0.65, 0.63, 1.32], [-0.74, -0.24, 1.91]],
  "nbo_charge": [0.0617, -0.8373, -0.4182, -0.1654, -0.6315, 0.9052, 0.4903, 0.1764, 0.2000, 0.2189],
  "lumo_energy_ev": [-0.80, -0.64],
  "s_squared": 6.20,
  "spin_multiplicity": 5,
  "charge": 0,
  "homo_lumo_gap_ev": [6.31, 6.42],
  "fmax_ha_per_bohr": 0.0694
}


{
  "formula": "C2H4INO",
  "method": "ωB97M-V/def2-TZVPD",
  "symbols": ["C", "C", "N", "O", "I", "H", "H", "H", "H"],
  "positions_angstrom": [[-0.66, -0.71, -0.10], [0.23, 0.11, 0.67], [-0.28, -1.71, -0.70], [0.67, 1.56, -0.79], [-2.72, 0.04, -0.08], [1.25, -0.24, 0.74], [-0.14, 0.79, 1.42], [-0.91, -2.26, -1.28], [-0.18, 2.00, -0.86]],
  "nbo_charge": [0.1498, -0.1116, -0.5589, -0.7794, 0.0109, 0.2380, 0.2292, 0.3775, 0.4444],
  "lumo_energy_ev": -1.29,
  "spin_multiplicity": 1,
  "charge": 0,
  "homo_lumo_gap_ev": 8.81,
  "fmax_ha_per_bohr": 0.0872
}


Calculated total energy: -13998.50834; -41648.90111; -13773.82212 (eV)